Record 1
Here is 12 unconnected molecules or ions with the total composition C3H28O12 from the Open Molecules 2025 dataset. Energies are from ωB97M-V/def2-TZVPD.

Values from the calculation:
SMILES ... CCC=O.O.O.O.O.O.O.O.O.O.O.O
2S+1 ... 1
E_HOMO ... -10.522 eV
Frontier orbital gap ... 10.71 eV
E ... -1033.98473 Ha
ΔE to the lowest compared entry with this formula, charge and spin ... 0.0 kJ/mol

```
43
C3H28O12, DFT ωB97M-V/def2-TZVPD
C -2.672 -0.788 -2.865
C -2.542 -1.210 -1.378
C -1.156 -1.221 -0.914
O -0.736 -0.508 -0.014
H -2.064 0.100 -3.032
H -3.709 -0.485 -2.985
H -2.385 -1.607 -3.523
H -3.194 -0.518 -0.838
H -2.996 -2.202 -1.256
H -0.393 -1.850 -1.396
O 0.539 3.906 0.420
H 0.292 3.426 -0.401
H 1.102 4.675 0.380
O -1.955 -0.099 2.923
H -1.734 0.712 2.422
H -1.562 0.000 3.806
O 2.793 -1.403 -1.410
H 2.327 -0.588 -1.214
H 2.628 -1.944 -0.612
O -1.544 1.911 1.196
H -1.109 2.785 1.294
H -0.844 1.275 0.996
O 0.658 0.493 -3.110
H 1.467 1.025 -3.107
H 0.212 0.976 -3.821
O -1.332 -2.479 1.961
H -2.105 -2.866 2.391
H -1.459 -1.516 1.837
O 1.389 -3.025 0.816
H 1.654 -3.919 1.081
H 0.481 -2.904 1.148
O -0.441 2.233 -1.416
H -1.123 2.009 -0.756
H -0.039 1.370 -1.686
O 1.483 -0.297 1.517
H 0.663 -0.190 0.996
H 1.417 -1.266 1.584
O 3.869 0.526 3.053
H 4.364 0.167 2.306
H 2.950 0.416 2.782
O 2.497 1.692 -0.048
H 1.891 2.309 0.407
H 2.420 0.880 0.471
```

Here are the Mulliken charges for atoms 1 to 8, given in e: -1.11 -0.55 -0.08 -0.32 0.26 0.39 0.34 0.28



Record 2
Here is 10 unconnected molecules or ions with the total composition C3H29N2O9S2 from the Open Molecules 2025 dataset. Energies are from ωB97M-V/def2-TZVPD.

Values from the calculation:
2S+1 ... 2
E_HOMO (spin up / spin down) ... -2.487 / -8.822 eV
Frontier orbital gap (spin up / spin down) ... 2.22 / 8.50 eV
⟨S²⟩ ... 0.751
E ... -1714.51150 Ha

```
45
C3H29N2O9S2, DFT ωB97M-V/def2-TZVPD
S 1.784 2.780 -0.457
S 1.507 1.868 -2.207
C 0.298 0.506 -2.358
C 0.756 -0.838 -1.895
C -0.358 -1.888 -2.386
N -1.182 -1.913 -1.258
N 1.045 -0.856 -0.394
H 0.845 3.702 -0.133
H -0.056 0.561 -3.466
H -0.595 0.800 -1.736
H 1.755 -1.134 -2.266
H 0.065 -2.912 -2.688
H -0.776 -1.592 -3.407
H -1.955 -1.250 -1.140
H -1.485 -2.894 -1.053
H 0.904 -1.715 0.183
H 0.313 -0.367 0.274
H 2.112 -0.615 -0.283
H -2.607 -0.071 0.937
H -1.781 1.112 0.414
O -1.979 0.715 1.212
H 4.557 0.051 -0.439
H 3.899 -0.782 0.557
O 3.916 -0.654 -0.378
H -1.732 3.114 -0.630
H -1.294 2.994 0.707
O -1.122 2.723 -0.123
H 2.040 0.213 2.403
H 2.232 -1.401 2.576
O 2.279 -0.665 1.937
H 0.470 -2.917 2.771
H -0.194 -3.083 1.376
O 0.580 -3.243 1.897
H -4.522 0.116 0.127
H -4.332 0.285 -1.493
O -3.970 0.256 -0.621
H -0.831 -0.243 2.301
H 0.185 0.072 3.410
O -0.299 -0.709 2.900
H -3.295 2.053 -1.802
H -2.499 2.669 -2.980
O -2.387 2.233 -2.095
H 2.005 0.578 4.278
H 3.297 1.075 3.710
O 2.406 1.269 3.721
```

Here are the Mulliken charges for atoms 1 to 8, given in e: -0.17 -0.06 -0.65 0.19 -0.91 -0.55 -0.32 0.12



Record 3
Here is 12 unconnected molecules or ions with the total composition C3H29O13 from the Open Molecules 2025 dataset. Energies are from ωB97M-V/def2-TZVPD.

Values from the calculation:
2S+1 ... 1
E_HOMO ... -6.397 eV
Frontier orbital gap ... 9.35 eV
E ... -1109.92903 Ha
Net charge ... -1

```
45
C3H29O13, DFT ωB97M-V/def2-TZVPD
C -0.523 -0.309 -0.915
C -1.028 -0.380 -2.352
O -0.109 0.186 -3.234
C -1.229 -1.274 0.043
O -0.406 -2.340 0.396
H -0.605 0.672 -0.497
H 0.511 -0.572 -0.849
H -1.262 -1.399 -2.697
H -1.944 0.324 -2.487
H 0.719 -0.369 -3.162
H -1.555 -0.836 1.019
H -2.065 -1.713 -0.442
H 0.229 1.729 -2.605
H 1.001 2.444 -1.452
O 0.394 2.618 -2.215
H 1.564 -2.144 -2.408
H 2.530 -0.995 -2.243
O 2.034 -1.380 -2.887
H 0.904 -1.982 0.852
H 2.491 -2.300 0.818
O 1.868 -1.757 1.231
H -1.499 2.208 1.406
H -2.662 1.287 1.667
O -1.967 1.674 2.082
H 0.188 -3.829 -1.951
H 0.291 -2.868 -0.733
O 0.830 -3.303 -1.526
H -0.804 3.064 -0.871
H -0.019 2.975 0.422
O -0.881 3.116 0.078
H -0.404 -2.372 2.148
H 0.855 -2.219 2.868
O -0.087 -2.169 3.056
H 2.121 -0.120 1.757
H 1.328 0.792 2.648
O 2.146 0.784 2.022
H 2.396 3.057 0.227
H 1.854 1.749 0.891
O 1.698 2.438 0.134
H -3.020 0.483 -0.683
H -2.663 1.862 -0.338
O -3.339 1.231 -0.197
H -0.779 0.864 3.058
H -0.142 -0.523 3.345
O -0.040 0.465 3.514
```

Here are the Mulliken charges for atoms 1 to 8, given in e: 0.55 -0.29 -0.70 -0.57 -1.19 -0.42 0.37 0.29